Model i:
64
Properties=species:S:1:pos:R:3 method="wB97M-V/def2-TZVPD" smiles=COc1cccc(C[C@@]2(CO)CCCN(Cc3cn[nH]c3-c3cc(C)ccc3C)C2)c1 lumo_energy_ev=0.7
C 0.2861 4.9787 -3.1981
O 1.0576 3.8043 -3.1947
C 1.2562 3.1572 -2.0116
C 0.7589 3.5739 -0.7830
C 1.0545 2.8394 0.3543
C 1.8204 1.6939 0.2784
C 2.2979 1.2476 -0.9515
C 3.0779 -0.0312 -1.0518
C 2.1916 -1.2709 -1.3218
C 1.6008 -1.1820 -2.7423
O 2.5686 -1.1427 -3.7642
C 3.0428 -2.5373 -1.1359
C 2.1928 -3.8032 -1.2080
C 1.0238 -3.7119 -0.2313
N 0.2374 -2.5321 -0.5246
C -1.0055 -2.4788 0.2281
C -1.8922 -1.3972 -0.2925
C -2.3395 -1.2401 -1.6171
N -3.1327 -0.1958 -1.7357
N -3.2250 0.3236 -0.5151
C -2.4866 -0.3536 0.3996
C -2.4101 0.0435 1.8060
C -1.1652 0.3432 2.3483
C -1.0249 0.7314 3.6725
C 0.3318 1.0382 4.2310
C -2.1662 0.8139 4.4582
C -3.4076 0.5126 3.9288
C -3.5556 0.1247 2.6046
C -4.9160 -0.2060 2.0654
C 1.0287 -1.3343 -0.3284
C 2.0234 1.9941 -2.0834
H 0.7359 5.7591 -2.5748
H 0.2647 5.3148 -4.2337
H -0.7381 4.7891 -2.8597
H 0.1557 4.4636 -0.6941
H 0.6744 3.1751 1.3089
H 2.0564 1.1415 1.1764
H 3.7956 0.0432 -1.8708
H 3.6286 -0.1904 -0.1216
H 0.9009 -2.0118 -2.8915
H 1.0373 -0.2515 -2.8339
H 3.0295 -1.9880 -3.7810
H 3.8461 -2.5726 -1.8761
H 3.5159 -2.4922 -0.1509
H 1.7985 -3.9413 -2.2152
H 2.8040 -4.6744 -0.9632
H 0.3845 -4.5925 -0.3375
H 1.4102 -3.6937 0.8065
H -1.5067 -3.4449 0.1014
H -0.8316 -2.3251 1.3096
H -2.1001 -1.8465 -2.4664
H -3.7716 1.1546 -0.3575
H -0.2952 0.2898 1.7117
H 0.8981 1.6633 3.5433
H 0.8926 0.1154 4.3821
H 0.2532 1.5489 5.1874
H -2.0849 1.1138 5.4933
H -4.2839 0.5763 4.5585
H -4.8542 -0.9501 1.2744
H -5.3954 0.6856 1.6587
H -5.5533 -0.5898 2.8591
H 0.3777 -0.4716 -0.4827
H 1.4298 -1.2929 0.7029
H 2.4009 1.6919 -3.0477


Model ii:
64
Properties=species:S:1:pos:R:3 method="wB97M-V/def2-TZVPD" lumo_energy_ev=-0.1
C -5.2111 3.7566 -1.0184
H -5.5085 4.1022 -2.0552
O -4.7841 2.4934 -1.3341
C -4.3799 1.6566 -0.2868
C -4.1479 2.0264 0.8506
C -3.7283 1.2784 2.0384
C -3.5130 -0.0934 1.8915
C -3.6791 -0.4694 0.3332
C -4.2267 0.3691 -0.6163
H -4.3568 -0.0768 -1.5177
C -3.4157 -1.7307 0.1713
H -3.6293 -2.4265 0.9528
H -4.0197 -2.4701 -0.7313
C -1.8898 -2.1088 -0.3004
C -0.9160 -1.7111 0.5807
N 0.3934 -1.9007 0.3736
C 0.7393 -1.2101 -0.8757
C -0.2253 -1.5694 -1.9922
C -1.5514 -1.3510 -1.7215
H -2.3105 -1.8379 -2.3268
H -1.9889 -0.4164 -1.6159
H -0.0393 -2.4399 -2.1932
H -0.0316 -0.7577 -2.8840
H 1.6936 -1.0913 -1.0330
H 0.4964 0.1873 -0.9605
C 1.5334 -1.6329 1.2943
C 1.4919 -0.4447 1.8412
C 2.3186 0.9546 1.3902
N 1.7812 1.8439 2.2241
N 0.8999 1.5639 3.0223
C 0.6303 0.4290 2.7433
H -0.1835 -0.1829 3.2393
H 2.2702 2.8529 2.0844
C 3.3287 0.7426 0.4031
C 3.1281 1.6375 -0.6722
C 4.1529 2.0142 -1.6389
C 5.3072 1.0738 -1.7267
C 5.4847 0.2768 -0.1910
C 4.5177 0.1876 0.5680
C 4.7129 -0.5900 1.8388
H 5.8882 -0.5458 2.3100
H 4.7104 -1.6975 1.6983
H 3.9848 -0.6284 2.5526
H 6.3576 -0.4439 -0.3444
H 5.9297 1.1932 -2.3974
C 4.0514 2.6325 -2.8777
H 3.0456 3.1398 -2.7349
H 3.9919 1.9541 -3.7384
H 4.7421 3.4993 -3.0687
H 2.1081 2.3302 -0.7028
H 1.2481 -2.3101 2.0636
H 2.4499 -1.8681 0.8315
H -0.8408 -2.2044 1.5352
H -1.0493 -0.7187 1.0243
C -1.6649 -3.7960 -0.3773
H -2.0511 -4.0976 0.6672
O -0.5342 -4.2596 -0.9148
H 0.0539 -3.6405 -0.3116
H -2.4383 -3.9799 -1.2524
H -2.9044 -0.6195 2.8019
H -3.4141 1.6943 2.8837
H -4.3098 3.2317 1.3277
H -5.9721 3.8851 -0.3878
H -4.5263 4.3144 -0.7369


Going by the computed energies, the most stable comes first: model i, model ii.


Model i:
19
Properties=species:S:1:pos:R:3 method="wB97M-V/def2-TZVPD" lumo_energy_ev=3.8 total_charge=-1
O -0.3307 1.7595 -2.1879
C -0.1142 1.7047 -0.9476
O -0.0786 2.6666 -0.1941
C 0.4662 0.2833 -0.3715
C -0.3306 -0.2809 0.8766
C 0.3174 0.3287 2.1511
C -0.3846 -1.7602 0.9255
H 1.5242 0.5456 -0.1431
H 0.5706 -0.4779 -1.1456
H -1.4548 0.2198 0.8052
H 1.4098 0.3173 2.0773
H 0.1444 -0.0784 3.0579
H -0.0899 1.3792 2.1220
H 0.7789 -2.0937 0.9361
H -0.8934 -2.1136 0.0022
H -0.8079 -2.1558 1.8468
H 0.5009 -0.3408 -3.3234
H -0.8285 0.4473 -3.0470
O -0.3992 -0.3505 -3.4403


Model ii:
19
Properties=species:S:1:pos:R:3 method="wB97M-V/def2-TZVPD" lumo_energy_ev=3.8 total_charge=-1
C 1.4303 -0.5773 0.6418
C 0.4465 -1.5918 0.1011
C 2.4551 -0.1513 -0.4554
O 0.7893 0.5746 1.1790
H 1.9866 -0.9710 1.4987
H -0.3923 -1.1466 -0.4471
H 2.0518 -0.4979 -1.4111
H 2.4709 0.9350 -0.5410
H 3.4508 -0.5794 -0.3341
H 0.2891 0.9940 0.4394
H -0.0388 -2.1386 0.9082
H 0.8957 -2.2868 -0.6054
C -2.5103 0.8823 0.4477
C -1.8559 1.2769 -0.9218
O -0.7147 1.8045 -0.9211
O -2.6084 1.0698 -1.8940
H -3.3182 0.1825 0.2301
H -2.9463 1.7918 0.8687
H -1.8812 0.4294 1.2162


Model iii:
19
Properties=species:S:1:pos:R:3 method="wB97M-V/def2-TZVPD" lumo_energy_ev=3.8 total_charge=-1
O 0.6070 1.3422 0.3635
C 0.4094 0.7001 -0.7145
O 1.1300 0.6555 -1.7204
C -0.9087 -0.1850 -0.6675
C -0.7401 -1.5978 -0.1966
C 0.4850 -1.8214 0.7414
C 0.5039 -3.0730 1.6055
H -1.5393 0.3827 0.0262
H -1.4173 -0.0475 -1.6203
H -1.6021 -1.9322 0.3994
H -0.7144 -2.2919 -1.0463
H 1.2952 -1.9343 0.0105
H 0.5929 -0.9046 1.3163
H -0.4570 -3.1789 2.1281
H 1.3314 -3.0005 2.3085
H 0.5903 -4.0247 1.0721
H -0.3683 3.0888 -0.0244
H -1.3206 3.9841 0.9891
O -1.1769 3.6177 0.1075


Model iv:
19
Properties=species:S:1:pos:R:3 method="wB97M-V/def2-TZVPD" lumo_energy_ev=3.7 total_charge=-1
C -0.6387 0.6358 1.3037
C 0.8290 0.9312 0.9765
C -1.5856 1.7861 0.9330
O -1.0921 -0.6045 0.7424
H -0.7940 0.4043 2.3756
H 0.9546 0.7659 -0.1064
H -1.2745 2.4812 0.1543
H -2.4912 1.3126 0.5380
H -1.8760 2.3556 1.8177
H -0.9421 -0.4358 -0.2074
H 1.4807 0.2557 1.5139
H 1.0960 1.9741 1.0766
C 1.1385 -2.1238 -1.0672
C 0.6721 -1.1339 -2.2103
O -0.5427 -0.8042 -2.1404
O 1.5176 -0.7833 -3.0652
H 2.2208 -2.2029 -1.0507
H 0.7342 -3.0856 -1.3680
H 0.5935 -1.7286 -0.2161


Going by the computed energies, the most stable comes first: model ii, model iii, model iv, model i.


Model i:
19
Properties=species:S:1:pos:R:3 method="wB97M-V/def2-TZVPD" lumo_energy_ev=3.7 total_charge=-1
C 2.6264 1.3549 0.1083
C 1.1743 2.0268 0.2031
O 0.5757 2.2824 -0.8772
O 0.7333 2.0883 1.3619
H 3.1063 1.6141 -0.8260
H 2.3250 0.3086 0.1901
H 3.1118 1.6747 1.0283
C -1.4241 -1.2949 -0.3134
C -1.6650 0.1695 -0.3118
C 0.0619 -1.6707 -0.1258
O -2.1699 -2.0370 0.6761
H -1.8058 -1.7559 -1.2719
H -1.7171 0.5967 0.7255
H 0.2347 -1.2116 0.8529
H 0.2521 -2.7490 -0.1440
H 0.6980 -1.2051 -0.8605
H -2.7135 -1.3931 1.1366
H -2.5978 0.5782 -0.6998
H -0.8063 0.6232 -0.8522


Model ii:
19
Properties=species:S:1:pos:R:3 method="wB97M-V/def2-TZVPD" lumo_energy_ev=3.7 total_charge=-1
O 1.2483 1.0466 1.1052
C 1.5965 0.4121 0.0845
O 2.6644 0.5356 -0.5579
C 0.5576 -0.5398 -0.5544
C -0.7308 -0.7326 0.2137
C -1.3313 -2.1450 -0.0525
C -1.7785 0.3086 -0.1651
H 1.0474 -1.4439 -0.9147
H 0.3815 -0.0890 -1.5356
H -0.5772 -0.6965 1.2871
H -2.3402 -2.0836 -0.4656
H -1.4353 -2.7315 0.8618
H -0.7929 -2.6661 -0.8514
H -2.8154 0.0368 0.0603
H -1.9481 0.3793 -1.2465
H -1.4669 1.2695 0.2516
H 1.9205 2.6679 0.8498
H 3.2996 3.0006 0.6697
O 2.5009 3.4708 0.9602


Model iii:
19
Properties=species:S:1:pos:R:3 method="wB97M-V/def2-TZVPD" lumo_energy_ev=3.4 total_charge=-1
O 0.9110 0.6157 -2.4033
C 0.4872 1.2781 -1.4175
O 0.8068 2.4432 -1.1139
C -0.4818 0.5400 -0.4577
C -0.1604 -0.9412 -0.3467
C 1.0787 -1.2393 0.5188
C 0.8169 -2.1906 1.6931
H -0.3647 1.0776 0.4957
H -1.5252 0.8226 -0.6514
H -1.0277 -1.5245 -0.0090
H 0.1298 -1.2135 -1.3644
H 1.8819 -1.6056 -0.1142
H 1.3119 -0.2712 0.9740
H 0.1846 -1.6425 2.4024
H 1.7113 -2.4973 2.2318
H 0.2700 -3.1023 1.4330
H -2.7368 0.0326 1.3831
H -2.1902 -0.4240 2.7035
O -2.8387 0.1732 2.3293


Model iv:
19
Properties=species:S:1:pos:R:3 method="wB97M-V/def2-TZVPD" lumo_energy_ev=4.1 total_charge=-1
C -1.7817 1.1754 0.1572
C -2.3418 1.3268 -1.2687
C -1.3505 -0.2816 0.4242
O -1.8703 -1.1862 -0.2556
O -0.4844 -0.4287 1.3315
H -0.9207 1.8364 0.2667
H -2.5901 1.4299 0.8406
H -2.4565 2.3738 -1.5267
H -3.3298 0.8829 -1.3345
H -1.7152 0.8897 -2.0381
C 2.2641 -1.2576 0.9019
C 2.4329 -0.2305 -0.2085
O 1.3406 -2.2423 0.5365
H 3.1898 -1.7255 1.2194
H 1.9183 -0.7065 1.7904
H 3.0656 0.6118 0.0840
H 0.4342 -1.8989 0.7258
H 1.4202 0.0981 -0.4853
H 2.7754 -0.6671 -1.1608


Going by the computed energies, the most stable comes first: model ii, model iv, model iii, model i.